Record 1
A structure of composition C35H53AlNO2P3 in a non-equilibrium geometry. Source: the OMol25 dataset; level of theory: ωB97M-V with the def2-TZVPD basis set.

The geometry in ORCA input format:
```
! wB97M-V def2-TZVPD RIJCOSX def2/J DEFGRID3
* xyz 2 1
Al -1.10315 0.42386 1.20442
P 2.17019 0.63532 -1.03542
P -2.88518 -0.95144 0.88776
N -1.09929 0.79229 -0.82432
C 1.01618 1.73248 -1.93005
H 1.51789 2.69269 -2.10733
H 0.85598 1.27297 -2.92225
C -0.35867 2.01904 -1.29851
H -0.28485 2.73966 -0.46345
H -0.97703 2.52912 -2.05729
C -2.48884 0.75309 -1.40046
H -2.44447 0.25695 -2.38349
H -2.83180 1.78824 -1.59852
C -3.53856 0.06858 -0.49507
H -4.17825 -0.57999 -1.11065
H -4.18924 0.83539 -0.04498
C -4.19996 -1.13330 2.16172
C -4.54726 0.21600 2.80925
H -5.09430 0.86497 2.11310
H -3.65562 0.75373 3.16252
H -5.19221 0.03341 3.67773
C -2.66069 -2.59299 0.07244
C -1.60175 -3.43957 0.78296
H -1.36131 -4.30105 0.14545
H -1.96816 -3.82557 1.74297
H -0.67379 -2.88066 0.95586
C 3.32372 -0.16603 -2.19310
C 4.30212 -1.13708 -1.51052
H 4.66939 -1.84544 -2.26578
H 3.83367 -1.72609 -0.71309
H 5.17853 -0.61585 -1.10124
C 3.05796 1.63281 0.21544
C 3.85349 0.77035 1.19590
H 4.23804 1.41849 1.99404
H 4.70878 0.27609 0.71449
H 3.22073 0.00835 1.66434
C 1.00000 -0.57741 -0.36536
C -3.98866 -3.33715 -0.10015
H -4.70755 -2.76754 -0.70055
H -3.79331 -4.28198 -0.62371
H -4.45485 -3.58054 0.86368
C 4.07157 0.81010 -3.11384
H 4.63296 0.22529 -3.85388
H 3.39025 1.46878 -3.66540
H 4.79527 1.42484 -2.56496
C 3.94375 2.73769 -0.38008
H 4.17814 3.46396 0.41207
H 4.90233 2.33740 -0.74147
H 3.45680 3.29315 -1.19307
C -3.81891 -2.18815 3.21442
H -2.77906 -2.07827 3.55650
H -4.47098 -2.06724 4.08945
H -3.95758 -3.21491 2.85341
H -5.07576 -1.49119 1.59517
H 2.23483 2.11474 0.77889
H -2.28088 -2.33643 -0.93039
H 2.65301 -0.76785 -2.83124
O 0.52162 -0.50563 0.86999
H -0.42045 -0.13269 -1.12755
H 0.80129 -1.41465 -1.07918
O -0.96543 1.61140 2.46098
P -0.20411 2.82890 3.09011
C -0.20327 4.06162 1.80387
C 0.98392 4.51424 1.20495
C 0.91926 5.37418 0.10529
C -0.32176 5.78981 -0.39350
C -1.50058 5.35991 0.21970
C -1.44779 4.50539 1.31411
C 1.39246 2.24122 3.65292
C 2.39530 3.16446 4.00226
C 3.56379 2.72411 4.62539
C 3.73221 1.37111 4.93168
C 2.72857 0.45599 4.60868
C 1.56379 0.88664 3.97727
C -1.10338 3.36014 4.53787
C -1.04936 4.71538 4.91326
C -1.50561 5.10483 6.17661
C -2.03623 4.15342 7.05382
C -2.12593 2.81229 6.66447
C -1.66225 2.40858 5.40637
H 1.95006 4.21854 1.61854
H 1.84487 5.72809 -0.34883
H -0.36477 6.46005 -1.25080
H -2.47099 5.70042 -0.14978
H -2.36993 4.17816 1.80658
H 2.25137 4.22779 3.80412
H 4.33549 3.44889 4.88233
H 4.64273 1.03067 5.42829
H 2.84169 -0.60043 4.85251
H 0.77882 0.16466 3.74318
H -0.64122 5.45504 4.22637
H -1.43324 6.15092 6.47210
H -2.37782 4.45790 8.04535
H -2.54682 2.07203 7.34319
H -1.72338 1.36152 5.10867
*
```

Values from the calculation:
Electronic energy: -2836.80360 Ha
E_HOMO: -0.3911 Eh
HOMO-LUMO gap: 5.583 eV
LUMO energy: -5.1 eV

These are the Löwdin partial charges, in e, on atoms 1 to 6: 0.238 1.030 1.054 -0.152 -0.242 0.083


Record 2
A structure of composition C35H53AsMgNOP2 in a non-equilibrium geometry. Source: the OMol25 dataset; level of theory: ωB97M-V with the def2-TZVPD basis set.

The geometry in ORCA input format:
```
! wB97M-V def2-TZVPD RIJCOSX def2/J DEFGRID3
* xyz 1 1
Mg -0.50898 -0.07199 -1.63173
P 0.08438 -2.54311 -2.04492
P 0.08455 2.43026 -1.76342
N 0.23821 0.02202 -3.65608
C 0.19069 -2.47693 -3.87958
H 0.86022 -3.27870 -4.22328
H -0.81519 -2.67832 -4.28878
C 0.70033 -1.10911 -4.40547
H 1.81602 -1.13470 -4.43316
H 0.40022 -1.04635 -5.48177
C 0.68537 1.23541 -4.27402
H 0.38155 1.29087 -5.34941
H 1.79994 1.27499 -4.30173
C 0.16183 2.53159 -3.60033
H -0.85308 2.75580 -3.97273
H 0.81487 3.37310 -3.87418
C 1.58308 3.36987 -1.23854
C 1.98835 3.01383 0.19477
H 2.97583 3.44835 0.40921
H 2.07283 1.92777 0.33600
H 1.28452 3.40377 0.94171
C -1.48063 3.29962 -1.27422
C -1.64261 3.43402 0.24508
H -2.68488 3.70785 0.46804
H -1.00312 4.21820 0.67545
H -1.43755 2.49875 0.78489
C -1.47213 -3.45649 -1.62604
C -1.58905 -3.72520 -0.12164
H -2.63867 -3.94588 0.12207
H -1.31680 -2.84953 0.48265
H -0.98941 -4.58706 0.20823
C 1.55519 -3.51339 -1.51597
C 1.82127 -3.30100 -0.02019
H 2.81722 -3.69411 0.22841
H 1.08684 -3.81305 0.61581
H 1.82016 -2.23918 0.25355
C 1.64579 -0.08843 -1.40672
O 2.78754 -0.07450 -1.66346
C -1.73333 4.62434 -1.98845
H -1.04645 5.40988 -1.65319
H -1.66942 4.52571 -3.07645
H -2.75468 4.94521 -1.74421
C -1.73337 -4.70685 -2.46190
H -2.75419 -5.04924 -2.24579
H -1.67387 -4.50409 -3.53599
H -1.04720 -5.52398 -2.20978
C 1.52167 -4.99131 -1.90283
H 2.52360 -5.40919 -1.73238
H 0.81844 -5.56446 -1.28423
H 1.28282 -5.13692 -2.96307
C 1.51794 4.88021 -1.45828
H 0.81790 5.37321 -0.77107
H 2.51815 5.28834 -1.25659
H 1.26077 5.13558 -2.49294
H 2.35965 2.95783 -1.90829
H 2.37888 -3.02880 -2.06963
H -2.24425 2.57673 -1.62477
H -2.24486 -2.70618 -1.88297
H -2.10049 -0.11818 -2.91791
H -2.41759 -0.14035 -2.20477
C -0.47096 3.52181 5.07877
C 0.76542 3.29288 4.46915
C 0.89198 2.32389 3.47100
C -0.23308 1.59910 3.05445
C -1.47854 1.85101 3.63562
C -1.59146 2.79856 4.65867
As 0.01347 0.23641 1.62805
C 1.53427 -0.59083 2.57877
C 2.78339 -0.54221 1.94364
C 3.93766 -0.89829 2.64808
C 3.84496 -1.32322 3.97105
C 2.59596 -1.39178 4.60148
C 1.43949 -1.00762 3.90805
C -1.66493 -0.74181 1.93069
C -1.81002 -1.74016 2.90021
C -3.08085 -2.27346 3.15388
C -4.18012 -1.85697 2.40073
C -4.02159 -0.90365 1.39191
C -2.76576 -0.33874 1.15548
H -0.55792 4.25676 5.88349
H 1.64659 3.85955 4.76997
H 1.86580 2.10941 3.02869
H -2.35097 1.29187 3.29341
H -2.55996 2.96233 5.13146
H 2.84253 -0.22021 0.90365
H 4.90894 -0.83369 2.15275
H 4.74458 -1.60227 4.52169
H 2.51508 -1.73410 5.63376
H 0.47148 -1.01022 4.40768
H -0.93662 -2.09396 3.44434
H -3.20980 -3.01239 3.94925
H -5.17077 -2.26981 2.59877
H -4.87320 -0.58571 0.78996
H -2.64996 0.42097 0.37847
*
```

Values from the calculation:
Electronic energy: -4613.78957 Ha
E_HOMO: -0.3575 Eh
HOMO-LUMO gap: 7.199 eV
LUMO energy: -2.5 eV

These are the Löwdin partial charges, in e, on atoms 1 to 6: 0.265 1.003 0.998 -0.270 -0.294 0.088


- electronic energy of number 2 (C35H53AsMgNOP2)?
  -4613.78957 Ha